Entry 1:
# C89H211N7O20

20 unconnected molecules or ions with the total composition C89H211N7O20 in a non-equilibrium geometry (the ωB97M-V functional and the def2-TZVPD basis, the Open Molecules 2025 dataset).

Calculated values
orbital gap = 8.5 eV
HOMO = -8.1 eV
LUMO level = 0.40 eV
total charge = 0
E_tot = -5405.16683 Eh

CARTESIAN COORDINATES (ANGSTROEM)
C  -5.96392  4.31544  4.29396
C  -5.84793  3.80701  2.83561
C  -6.61066  4.85494  1.99443
C  -6.38890  4.53743  0.46098
C  -4.82784  4.49218  0.17226
C  -4.09740  3.52434  1.12752
N  -4.44969  3.85337  2.47714
O  -3.69618  2.99204  3.39097
C  -4.36868  2.03782  0.82944
C  -2.62841  3.82020  0.98643
C  -6.49000  2.43440  2.84971
H  -5.60254  3.60739  5.07088
H  -7.00510  4.56956  4.58379
H  -5.43612  5.32178  4.44556
H  -7.61445  4.62088  2.21999
H  -6.39621  5.90769  2.11631
H  -6.82175  5.34198  -0.07266
H  -6.84800  3.62537  0.11597
H  -4.44085  5.47042  0.39238
H  -4.55223  4.24342  -0.90454
H  -4.24916  1.40631  1.73806
H  -5.33827  1.86703  0.36184
H  -3.66516  1.70568  0.02628
H  -2.27294  3.49232  -0.00757
H  -2.36874  4.85138  1.23362
H  -2.04317  3.25032  1.67588
H  -6.67529  1.90363  1.94552
H  -7.43991  2.51954  3.38118
H  -5.86125  1.80393  3.41283
H  -3.15313  3.67161  3.81497
C  9.79969  0.10326  -2.41537
C  8.54025  0.17902  -1.56145
C  9.10551  0.58922  -0.17004
C  7.95225  1.03352  0.73187
C  7.14832  2.18031  0.07141
C  6.63234  1.89171  -1.32659
N  7.78319  1.40620  -2.04047
O  7.31359  1.21419  -3.40565
C  5.40815  0.90720  -1.33713
C  6.18918  3.17676  -1.97642
C  7.80689  -1.15864  -1.55190
H  10.54121  -0.55750  -1.97184
H  10.20428  1.12135  -2.56608
H  9.59276  -0.34656  -3.40207
H  9.66720  -0.19959  0.33500
H  9.79806  1.41982  -0.37401
H  8.33308  1.37966  1.64135
H  7.32674  0.20441  1.08099
H  7.87863  3.04631  0.12908
H  6.37774  2.44515  0.79555
H  5.51749  -0.08128  -0.96514
H  4.68487  1.37500  -0.58861
H  4.93550  0.86759  -2.32277
H  5.48618  3.07823  -2.79257
H  5.63647  3.81656  -1.25661
H  7.00185  3.75149  -2.28796
H  7.23786  -1.30627  -0.62532
H  8.48031  -2.00484  -1.79062
H  7.09566  -1.21260  -2.36584
H  6.56821  0.61309  -3.37056
C  -2.94955  -4.20609  2.61221
C  -3.75494  -3.15819  1.78714
C  -3.54927  -3.49360  0.33795
C  -4.49079  -2.60578  -0.51217
C  -5.87934  -2.92043  -0.14200
C  -6.18292  -2.55596  1.33642
N  -5.15208  -3.21857  2.07699
O  -5.36695  -3.06603  3.49673
C  -6.17036  -1.06755  1.60082
C  -7.53560  -3.15141  1.72526
C  -3.01433  -1.79456  2.13735
H  -1.89597  -3.96274  2.37953
H  -3.07326  -5.24161  2.28965
H  -3.13852  -4.08053  3.70596
H  -2.47192  -3.35206  0.09398
H  -3.89502  -4.50142  0.11493
H  -4.31730  -3.02998  -1.52230
H  -4.20356  -1.56446  -0.52898
H  -5.97733  -4.01290  -0.30089
H  -6.60687  -2.30679  -0.73830
H  -5.20293  -0.54599  1.36881
H  -7.02955  -0.62492  1.00528
H  -6.43592  -0.93512  2.66187
H  -8.35734  -2.67262  1.23752
H  -7.57063  -4.18194  1.31470
H  -7.79860  -3.09251  2.76709
H  -2.98476  -1.12233  1.26820
H  -1.98582  -1.96516  2.51882
H  -3.49600  -1.23189  2.89939
H  -5.01182  -2.15660  3.80792
C  -6.41137  0.65618  -2.18313
C  -7.17951  1.09098  -3.43866
C  -7.13776  2.65053  -3.60597
C  -5.76220  3.10358  -4.05361
C  -5.36671  2.41474  -5.41599
C  -5.36916  0.91527  -5.23413
N  -6.67128  0.43527  -4.65228
O  -6.48709  -0.94988  -4.35551
C  -5.15463  0.37492  -6.64145
C  -4.19273  0.44506  -4.36609
C  -8.59909  0.53741  -3.23632
H  -7.00577  1.01669  -1.32704
H  -5.44638  1.07701  -2.10619
H  -6.25142  -0.43791  -2.04450
H  -8.01279  2.92172  -4.29650
H  -7.36263  3.04386  -2.59380
H  -5.00981  2.99882  -3.24639
H  -5.77463  4.20679  -4.17101
H  -4.36368  2.70094  -5.74846
H  -6.12804  2.70319  -6.10942
H  -6.12899  0.32821  -7.15358
H  -4.48659  1.04148  -7.18285
H  -4.77187  -0.64363  -6.55487
H  -4.32787  -0.48304  -3.78660
H  -3.31153  0.19683  -4.97088
H  -3.93386  1.19808  -3.64614
H  -9.16172  0.53585  -4.22754
H  -9.18121  1.05009  -2.47885
H  -8.48220  -0.52059  -3.00471
H  -6.78387  -1.46174  -5.10469
C  5.42107  3.21181  7.40008
C  5.40272  3.13424  5.89913
C  6.64111  2.34408  5.44999
C  6.57235  2.12172  3.93963
C  5.27090  1.21512  3.80398
C  3.98196  1.98956  4.13436
N  4.23470  2.38540  5.50463
O  3.04178  3.02873  6.11010
C  3.61837  3.05877  3.13388
C  2.85309  0.97227  4.23283
C  5.49557  4.58332  5.39703
H  4.44406  3.42279  7.82133
H  6.16695  3.90894  7.80377
H  5.70555  2.26564  7.77752
H  7.55385  2.77131  5.82886
H  6.59396  1.32042  5.86952
H  7.38039  1.53470  3.51026
H  6.51541  3.11667  3.44746
H  5.32091  0.44501  4.54494
H  5.11614  0.74653  2.81564
H  4.50324  3.45784  2.61881
H  2.92079  2.74330  2.31837
H  3.14571  3.95869  3.55736
H  1.82747  1.35370  4.21064
H  2.92293  0.11765  3.46173
H  2.94416  0.50334  5.20563
H  4.99749  5.19910  6.13752
H  5.03652  4.58941  4.43180
H  6.56414  4.97613  5.38692
H  2.52668  3.40142  5.40855
C  -0.22196  -5.98382  -4.73966
C  -1.60030  -6.65721  -5.07241
C  -2.13018  -7.37658  -3.81109
C  -3.00657  -6.51782  -2.83332
C  -4.11842  -5.84172  -3.62195
C  -3.54308  -4.95763  -4.69331
N  -2.71008  -5.79041  -5.58424
O  -2.10869  -5.01927  -6.56779
C  -4.72405  -4.51059  -5.52807
C  -2.75884  -3.69905  -4.09863
C  -1.28704  -7.72547  -6.14734
H  0.57143  -6.72253  -4.62112
H  -0.22569  -5.40812  -3.82674
H  0.12248  -5.34692  -5.54517
H  -2.78659  -8.19961  -4.09884
H  -1.29434  -7.83226  -3.29419
H  -2.48778  -5.86090  -2.21602
H  -3.51027  -7.15150  -2.02216
H  -4.70888  -5.29508  -2.83149
H  -4.71250  -6.59376  -4.06033
H  -4.46309  -3.61866  -6.10382
H  -5.10804  -5.30796  -6.12639
H  -5.50220  -4.18967  -4.78265
H  -2.07111  -3.25005  -4.88028
H  -3.51945  -2.94142  -3.77682
H  -2.17172  -3.98155  -3.20944
H  -0.39020  -8.36171  -5.95878
H  -0.96547  -7.15382  -6.97486
H  -2.07980  -8.36649  -6.39193
H  -2.66221  -5.05951  -7.33715
C  -0.10891  -1.77252  -0.96042
C  -0.48799  -0.42684  -1.70655
C  -1.50310  0.16639  -0.83703
C  -0.78360  0.51619  0.50887
C  0.32981  1.48043  0.28741
C  1.39734  0.95456  -0.69853
N  0.63781  0.55053  -1.89768
O  1.57736  -0.02900  -2.77699
C  2.22792  2.19350  -1.11625
C  2.33866  -0.04578  0.04147
C  -1.05291  -0.73285  -3.02839
H  0.80656  -2.17057  -1.30009
H  -0.88399  -2.52173  -1.19135
H  0.05003  -1.63243  0.08528
H  -1.96229  1.00951  -1.29327
H  -2.27643  -0.59128  -0.63373
H  -0.36956  -0.36855  1.02385
H  -1.55374  0.91818  1.20502
H  0.87837  1.71406  1.21235
H  0.04715  2.37007  -0.23730
H  2.61511  2.75514  -0.23313
H  3.05439  1.87785  -1.79028
H  1.64120  2.83644  -1.69682
H  3.10466  -0.45755  -0.59437
H  2.74183  0.54186  0.78838
H  1.85900  -0.90577  0.51812
H  -2.01128  -1.20513  -2.91790
H  -0.30273  -1.23947  -3.66387
H  -1.13143  0.26879  -3.50212
H  1.51539  0.47942  -3.60762
C  1.27333  -0.55507  7.85490
C  1.16801  0.97367  7.98580
O  0.71069  1.45019  6.71771
H  1.80713  -0.93547  8.75532
H  1.85518  -0.86623  6.98345
H  0.32132  -0.98893  7.66217
H  2.13112  1.41745  8.30115
H  0.41442  1.26656  8.72751
H  1.37185  2.09261  6.37274
C  0.57183  -2.22947  3.05519
C  0.23984  -2.32395  4.52959
O  0.70352  -3.61404  5.14170
H  0.28736  -1.17911  2.73335
H  -0.17745  -2.91354  2.54976
H  1.59875  -2.47985  2.75607
H  -0.84358  -2.24954  4.60933
H  0.72736  -1.58219  5.09526
H  0.08824  -4.13706  5.60743
C  0.76184  -5.72421  1.26163
C  -0.08449  -5.24616  0.11571
O  0.42077  -5.43555  -1.18261
H  0.20563  -5.62000  2.24258
H  1.69700  -5.21428  1.31981
H  1.00630  -6.79618  1.10071
H  -0.35060  -4.19751  0.17483
H  -1.07947  -5.75404  0.22454
H  0.10786  -6.30592  -1.39554
C  -2.39816  0.09250  6.29146
C  -3.83421  0.00506  5.74532
O  -4.19102  -1.26608  5.36767
H  -2.23302  -0.53670  7.20690
H  -2.19553  1.14538  6.44442
H  -1.81789  -0.25489  5.39172
H  -3.96818  0.73231  4.85917
H  -4.55459  0.32677  6.56436
H  -4.09619  -1.81988  6.14251
C  -1.59825  4.93115  -2.65001
C  -0.22906  5.22207  -1.97198
O  0.01562  6.61446  -1.66044
H  -1.66047  3.81878  -2.64759
H  -1.62019  5.39100  -3.67158
H  -2.47192  5.39714  -2.03984
H  0.60277  4.87563  -2.62282
H  -0.17515  4.61260  -1.06288
H  0.41586  7.04450  -2.40682
C  1.18665  3.97021  -5.73899
C  2.18486  2.86324  -5.29011
O  1.56147  1.74170  -4.74095
H  1.80793  4.58230  -6.45395
H  0.63839  4.53626  -4.99564
H  0.39898  3.53239  -6.32278
H  2.85596  3.28135  -4.54904
H  2.90272  2.64582  -6.05754
H  1.01411  1.35820  -5.49152
C  5.70442  0.63671  -6.20224
C  4.76247  -0.05368  -5.23200
O  5.55698  -0.81782  -4.41990
H  5.11054  0.89231  -7.12132
H  6.56945  0.01998  -6.49105
H  6.18300  1.47019  -5.70198
H  4.06369  -0.67340  -5.81480
H  4.14339  0.59158  -4.59896
H  4.97781  -1.34002  -3.81425
C  -1.14662  4.12627  5.64364
C  0.33225  4.39055  5.72794
O  1.20375  4.31871  4.55613
H  -1.55619  3.94777  6.63786
H  -1.31429  3.24758  4.95804
H  -1.57509  5.07865  5.21590
H  0.76698  3.73075  6.41784
H  0.40163  5.40701  6.07773
H  0.96522  5.03444  3.94096
C  4.14792  -3.97627  -3.74936
C  3.73519  -3.18455  -2.48740
O  3.81571  -1.78727  -2.59955
H  3.26784  -4.07897  -4.45087
H  4.40766  -4.98984  -3.45262
H  5.06012  -3.62036  -4.19023
H  4.27247  -3.50468  -1.63616
H  2.67591  -3.41551  -2.29799
H  2.95357  -1.33816  -2.58974
C  4.43171  -3.99328  2.05966
C  4.36344  -2.68466  1.32068
O  4.29573  -1.57582  2.16495
H  5.27493  -4.16758  2.70778
H  4.42677  -4.76954  1.29995
H  3.52341  -4.10984  2.72660
H  3.50706  -2.78012  0.55354
H  5.25909  -2.53438  0.63320
H  4.04605  -1.78118  3.09133
C  5.25187  -3.78400  6.15441
C  4.57221  -2.45693  5.78053
O  3.55586  -2.63833  4.81179
H  5.52811  -4.36249  5.26378
H  4.64880  -4.46665  6.80875
H  6.20101  -3.60260  6.60560
H  5.37285  -1.91913  5.25019
H  4.23825  -2.00888  6.69752
H  2.75470  -3.10179  5.08986
C  0.53277  -2.32790  -6.11714
C  -0.25863  -1.16099  -6.63883
O  0.53501  0.03374  -7.00621
H  -0.16193  -3.08983  -5.72615
H  1.25349  -2.06931  -5.32379
H  1.13293  -2.82431  -6.90010
H  -1.01317  -0.78021  -5.92186
H  -0.77132  -1.45211  -7.59741
H  1.37071  -0.29170  -7.33178
C  2.80137  5.66384  1.18391
C  1.45077  6.32818  1.25939
O  1.03339  6.45661  2.61751
H  3.44580  6.09306  1.91408
H  3.17664  5.74284  0.17847
H  2.62774  4.61485  1.47821
H  0.69786  5.80754  0.67133
H  1.57243  7.36228  0.79970
H  0.28729  7.02409  2.63094

=====

Entry 2:
# C3H9S2

2 unconnected molecules or ions with the total composition C3H9S2 in a non-equilibrium geometry (the ωB97M-V functional and the def2-TZVPD basis, the Open Molecules 2025 dataset).

Calculated values
orbital gap = 5.3 eV
HOMO = -2.2 eV
energy above the lowest of the compared OMol25 structures with the same formula, charge and spin = 94.3 kJ/mol
LUMO level = 3.06 eV
total charge = -1
E_tot = -916.07865 Eh

CARTESIAN COORDINATES (ANGSTROEM)
C  -3.59196  1.39818  1.69780
S  -2.35907  0.14875  1.22326
H  -3.10515  2.23736  2.19924
H  -4.13706  1.84449  0.85743
H  -4.34190  1.01829  2.38551
C  0.69069  -0.24690  -0.67321
S  2.18059  -0.36039  -1.63547
C  3.33348  -0.97434  -0.36739
H  0.66711  0.57364  0.04233
H  0.34103  -1.10806  -0.11426
H  -0.16259  -0.01961  -1.31112
H  4.04221  -0.17032  -0.13850
H  2.74777  -1.27013  0.50349
H  3.88851  -1.84229  -0.69581

=====

Entry 3:
# C19H20N2O5S

A single C19H20N2O5S molecule in a non-equilibrium geometry (the ωB97M-V functional and the def2-TZVPD basis, the Open Molecules 2025 dataset).

Calculated values
orbital gap = 8.4 eV
HOMO = -8.9 eV
energy above the lowest of the compared OMol25 structures with the same formula, charge and spin = 337.3 kJ/mol
LUMO level = -0.48 eV
total charge = 0
structure (SMILES) = O=C(COC(=O)CSc1ccc([N+](=O)[O-])cc1)NCCCc1ccccc1
E_tot = -1619.86835 Eh

CARTESIAN COORDINATES (ANGSTROEM)
O  -2.21416  1.12770  -1.77444
C  -2.14909  -0.06754  -1.96981
N  -1.03381  -0.72375  -2.31961
H  -1.02755  -1.73352  -2.29680
C  0.25523  -0.07104  -2.41631
C  1.24731  -0.64274  -1.40714
H  0.77297  -0.66627  -0.42462
H  1.49638  -1.67231  -1.67348
C  2.52149  0.20752  -1.34076
C  3.36240  -0.18927  -0.16044
C  3.42541  0.62834  0.96056
C  4.16492  0.25152  2.06814
C  4.85080  -0.95086  2.06836
C  4.79882  -1.77028  0.95328
C  4.05926  -1.39128  -0.15255
H  4.02736  -2.03214  -1.02251
H  5.33816  -2.70660  0.94532
H  5.42866  -1.24641  2.93184
H  4.20821  0.89893  2.93214
H  2.90324  1.57469  0.95389
H  2.24392  1.25833  -1.24706
H  3.08687  0.08227  -2.26677
H  0.63903  -0.18719  -3.43519
H  0.08784  0.99103  -2.22536
C  -3.39599  -0.96770  -1.84668
H  -3.25661  -1.91301  -2.37976
H  -4.26462  -0.42924  -2.22705
O  -3.69326  -1.22348  -0.47637
C  -2.86838  -2.01831  0.19198
O  -1.91605  -2.57771  -0.28855
C  -3.27943  -2.15877  1.64065
H  -2.44087  -2.51895  2.23647
H  -4.09996  -2.87438  1.71450
S  -3.95981  -0.60275  2.30774
C  -2.80350  0.58036  1.69050
C  -3.29718  1.82187  1.29599
C  -2.44571  2.76457  0.76449
C  -1.09341  2.46506  0.64151
C  -0.58729  1.24561  1.07688
C  -1.44278  0.30024  1.59898
H  -1.04828  -0.64648  1.93418
H  0.47273  1.05605  1.00494
N  -0.20736  3.41546  0.03899
O  -0.62216  4.53526  -0.16633
O  0.91933  3.04063  -0.22939
H  -2.80954  3.71673  0.41207
H  -4.35357  2.01984  1.38360